144
Properties=species:S:1:pos:R:3:forces:R:3:mulliken_charge:R:1 method="wB97M-V/def2-TZVPD" largest_force_ev_per_a=5.86 total_energy_ha=-2776.50197 smiles=Fc1ccccc1.Fc1ccccc1.CCCC#N.CCCC#N.CCCC#N.CCCC#N.CCCC#N.CCCC#N.CCCC#N.CCCC#N.CCCC#N.CCCC#N gap_ev=9.46 lumo_ev=0.518
C -5.025243 -0.913596 2.128870 -0.969 0.452 -0.780 -1.0255
C -5.924333 -0.723556 0.900460 -0.929 -0.586 0.008 -0.7466
C -5.636393 0.332444 -0.141810 1.060 1.178 -0.017 0.2433
C -5.450193 1.699584 0.440820 -0.606 0.344 0.084 0.0027
N -5.317003 2.750264 0.910190 -0.049 -1.128 -0.572 -0.4568
H -3.979613 -1.042256 1.849230 -0.010 -0.014 0.364 0.1272
H -5.431243 -1.760026 2.682780 0.404 -0.184 -0.010 0.3175
H -5.188753 -0.043706 2.764980 0.598 -0.011 0.018 0.4329
H -6.937983 -0.508146 1.238400 -0.103 0.194 0.366 0.4327
H -6.120913 -1.634956 0.335840 0.541 -0.365 -0.017 0.3149
H -6.403533 0.288374 -0.914900 -0.241 0.533 0.204 0.5025
H -4.720403 0.219954 -0.721800 0.317 -0.538 0.148 -0.1477
C 5.567127 -0.581086 -0.042180 0.119 0.094 0.652 0.1285
C 6.016387 -1.669576 0.960250 -1.013 0.158 -0.682 -0.9275
C 4.991487 -1.854176 2.130490 1.165 0.227 -0.280 0.9118
C 5.054507 -0.846576 3.187340 -0.065 0.843 0.552 0.0752
N 4.978777 -0.054476 4.024870 0.193 -0.557 -0.533 -0.5781
H 6.296917 -0.382626 -0.827110 0.161 0.003 0.156 0.4111
H 5.333127 0.348504 0.476680 0.191 0.045 -0.133 -0.3016
H 4.649757 -0.876116 -0.551590 -0.093 -0.187 0.138 -0.2992
H 7.035237 -1.562186 1.332410 -0.122 0.334 0.104 0.3901
H 6.018437 -2.581076 0.362540 -0.009 -0.361 0.338 0.4328
H 5.250757 -2.794596 2.616790 -0.546 -0.229 -0.060 0.4642
H 3.958377 -1.784366 1.790040 0.053 -0.583 -0.271 -0.6890
C 1.256757 -4.731356 2.804650 1.509 0.165 0.386 -1.2180
C 1.785787 -3.465336 3.591900 -0.937 -2.143 -1.830 0.5773
C 0.758977 -3.025456 4.563260 -0.748 1.746 1.016 -0.4294
C -0.577873 -2.691076 4.043650 -3.053 0.478 -1.557 0.3246
N -1.660383 -2.445876 3.640980 3.333 -0.711 1.240 -0.5413
H 1.472887 -5.622056 3.394600 0.004 -0.138 -0.071 0.4052
H 1.855987 -4.767626 1.894870 -0.146 -0.407 -0.061 0.1895
H 0.204897 -4.798636 2.526880 -0.035 0.662 0.162 0.2954
H 2.016037 -2.737396 2.813960 -0.069 0.345 0.556 -0.5754
H 2.687587 -3.724166 4.146770 0.049 0.029 -0.177 0.4947
H 1.140637 -2.086756 4.964860 -0.161 0.171 0.563 0.0482
H 0.579197 -3.697206 5.402620 0.304 -0.222 -0.058 0.5310
C 4.744387 -1.289166 -3.658200 -1.009 -0.674 -0.750 -0.5103
C 6.167327 -1.890616 -3.925310 -0.121 1.153 1.064 -0.4603
C 7.223237 -0.984566 -4.642210 -0.728 -0.786 -0.447 -0.5568
C 7.413537 0.325264 -4.117580 0.030 2.212 2.743 0.2471
N 7.472037 1.354384 -3.583090 0.039 -1.150 -0.930 -0.4808
H 4.251177 -0.580756 -4.323780 0.796 -0.126 -1.127 0.4873
H 4.436097 -0.761116 -2.755860 1.269 -0.358 0.744 0.1318
H 4.075607 -2.148766 -3.702180 -0.188 -0.063 0.136 -0.1389
H 6.162887 -2.887026 -4.367190 -0.512 0.362 -0.837 0.4440
H 6.503777 -2.206616 -2.937860 0.552 0.539 0.266 0.2430
H 6.886357 -0.661906 -5.627350 -0.113 -1.063 -0.628 0.2461
H 8.191177 -1.482306 -4.700970 -0.087 -0.072 -0.228 0.3402
C -4.442473 -2.957256 -1.884020 1.701 -1.172 0.115 -1.1913
C -3.277563 -3.300846 -0.882100 -1.859 -0.255 -0.051 0.2269
C -3.032043 -4.845726 -0.644910 0.691 1.621 0.441 -0.0977
C -2.476913 -5.508186 -1.823260 1.117 -2.115 -3.474 0.2576
N -2.044113 -6.051676 -2.786080 -1.514 2.062 3.520 -0.5514
H -4.165773 -3.509836 -2.781900 -0.287 0.480 -0.566 0.5120
H -4.482893 -1.878736 -2.036540 -0.143 -0.147 -0.195 0.1000
H -5.404463 -3.371016 -1.581560 0.040 0.216 0.332 0.3116
H -3.617923 -2.813716 0.031660 0.496 -0.387 0.520 -0.1306
H -2.331263 -2.835356 -1.157670 -0.091 -0.044 -0.240 0.1763
H -3.843073 -5.400446 -0.173090 -0.265 0.114 -0.482 0.3929
H -2.243233 -4.839916 0.107310 0.183 -0.288 0.094 0.0093
C -1.081373 1.693154 -6.011240 -0.539 0.114 0.163 -1.1951
C -2.095563 0.542144 -5.830240 0.672 0.974 0.494 -0.5721
C -1.912123 -0.273376 -4.518690 0.517 0.843 0.177 0.5324
C -0.590113 -0.894246 -4.374860 -1.111 -0.807 -0.940 -0.0345
N 0.413967 -1.433556 -4.282240 0.806 -0.151 0.192 -0.4628
H -0.089733 1.241214 -5.988850 0.205 0.539 -0.313 0.3861
H -1.142243 2.551304 -5.341930 -0.001 -0.518 0.956 0.1991
H -1.329053 2.243794 -6.918740 0.472 -0.614 -0.645 0.3836
H -1.908443 -0.059516 -6.719680 -0.460 -0.480 0.217 0.3393
H -3.094773 0.976234 -5.865450 -0.118 -0.390 0.095 0.3645
H -2.767293 -0.921566 -4.327260 0.408 -0.469 -0.168 0.2970
H -1.840323 0.333484 -3.616100 -0.775 0.875 -0.119 -0.2289
C 0.961307 0.856634 6.875760 -0.144 0.591 -1.243 -1.4569
C 0.002627 1.115204 5.615320 0.470 -0.149 1.720 0.0644
C -1.374353 0.431574 5.847960 0.572 0.661 0.685 -0.3135
C -2.403663 0.747084 4.904910 -3.628 0.465 -4.579 -0.0700
N -3.240993 0.892954 4.071630 3.200 -0.265 3.399 -0.3497
H 1.896317 1.399664 6.738000 0.189 -0.220 -0.452 0.3960
H 1.205707 -0.193896 7.033100 -0.135 -0.025 -0.069 0.3043
H 0.639177 1.295494 7.820070 -0.789 -0.210 -0.098 0.4012
H 0.492967 0.872374 4.672610 -0.063 -0.489 0.085 0.0675
H -0.157773 2.191404 5.550840 -0.174 0.030 0.029 0.3442
H -1.756283 0.862684 6.773360 0.115 -0.269 0.413 0.3849
H -1.388273 -0.654226 5.942540 0.428 -0.035 0.074 0.2578
C 2.213667 -4.391316 -1.066990 -0.022 0.066 -0.450 -0.9934
C 1.448437 -4.746386 -2.413270 1.587 0.720 1.616 -0.1717
C 2.416467 -4.770086 -3.636980 -0.044 -1.607 1.685 -0.4273
C 3.706277 -5.436136 -3.169920 -0.143 0.742 -0.881 0.2399
N 4.672667 -5.966286 -2.819640 -0.851 0.470 -0.255 -0.5392
H 1.602657 -4.231446 -0.178620 -0.508 -0.252 -0.365 0.1104
H 2.807107 -3.478016 -1.109630 -0.076 0.252 -0.521 0.1180
H 2.955647 -5.142616 -0.796580 -0.187 -0.334 -0.170 0.5943
H 0.710687 -3.968976 -2.611920 -0.315 -0.404 0.033 0.0446
H 1.044397 -5.749996 -2.280550 -0.445 0.281 -0.133 0.3340
H 2.465987 -3.774466 -4.077870 0.619 -0.285 -0.076 0.2369
H 1.931567 -5.503356 -4.281410 0.321 0.373 -0.665 0.3739
C -4.228813 6.581584 3.234710 -1.233 1.192 0.450 -1.3875
C -4.834763 5.200104 2.964400 0.597 1.294 -1.490 0.0406
C -4.221513 4.179234 3.841820 -0.210 -0.624 1.688 -0.2835
C -2.757453 4.175084 3.796360 -0.585 -0.729 0.042 0.2684
N -1.613033 4.173764 3.846380 0.421 0.061 -0.127 -0.5161
H -4.473833 7.013054 4.205230 0.301 -0.632 0.685 0.3571
H -4.725013 7.367554 2.665380 0.156 -0.219 -0.858 0.3942
H -3.152523 6.668284 3.085790 -0.095 -0.298 -0.077 0.3604
H -4.572513 5.019534 1.921940 -0.123 -0.475 -0.027 -0.1540
H -5.922973 5.140644 2.983760 0.051 0.278 0.334 0.4308
H -4.713063 3.206374 3.847160 0.668 -0.381 -0.972 0.1919
H -4.460383 4.422034 4.877240 0.166 0.557 0.352 0.3209
C -3.012683 5.554404 -4.120180 -0.320 -0.673 -0.249 -1.0649
C -3.011173 5.195224 -2.624800 0.201 0.623 -0.089 -0.4534
C -4.105803 4.253614 -2.138560 -0.474 0.509 -0.471 0.2076
C -4.097913 2.940054 -2.737480 0.349 -2.875 -0.249 0.3016
N -4.097163 1.827424 -3.088060 -0.013 1.992 0.361 -0.5284
H -2.545833 4.840704 -4.798990 0.386 -0.261 0.353 0.1588
H -2.556293 6.522724 -4.325470 -0.084 -0.032 0.182 0.3816
H -4.037933 5.549134 -4.490230 -0.219 0.446 0.102 0.3160
H -3.205113 6.136004 -2.109600 0.128 -0.006 0.241 0.3246
H -2.051903 4.831584 -2.256490 0.135 0.053 -0.211 0.2741
H -5.082433 4.652354 -2.412970 -0.136 0.301 0.132 0.3657
H -4.096493 4.156694 -1.052920 0.051 -0.152 0.000 -0.2614
F 1.824737 -1.988336 0.740030 0.252 -0.405 0.618 -0.1802
C 1.137367 -0.933666 0.299190 -0.741 1.208 -2.299 0.6743
C 0.198217 -0.281996 1.063680 1.083 -0.836 1.337 -0.0207
C -0.482403 0.806824 0.582160 0.275 0.193 -0.343 -1.0623
C -0.187683 1.269154 -0.691950 -0.438 0.448 0.284 -1.0259
C 0.762427 0.635524 -1.485750 -0.781 -0.184 0.070 -1.5348
C 1.352077 -0.523306 -1.025590 0.687 -0.279 0.790 -0.3472
H 0.171417 -0.559046 2.107190 -0.532 -0.149 0.160 0.2926
H -1.163533 1.320764 1.244220 -0.155 0.107 -0.104 0.9748
H -0.728323 2.156004 -0.987930 0.180 0.126 -0.460 0.9107
H 0.980487 0.965224 -2.490810 0.001 0.142 -0.018 0.7504
H 2.050407 -1.055976 -1.654070 0.074 -0.146 -0.014 0.4186
F 1.458477 5.150134 -0.367940 0.503 -0.638 0.065 -0.3706
C 2.281187 4.216514 0.184250 0.467 -0.554 0.825 0.2469
C 1.936027 3.645184 1.409070 -1.148 1.835 -0.325 -0.1183
C 2.774127 2.866754 2.148000 0.246 -1.040 0.494 -0.6673
C 3.933067 2.326194 1.586810 -0.091 1.159 -1.660 -0.2221
C 4.298227 2.874814 0.346210 -0.954 0.762 0.618 -0.6899
C 3.513787 3.895474 -0.308410 1.666 -1.368 -0.246 -0.6014
H 1.021147 4.040384 1.825260 -0.184 -0.166 0.362 0.5496
H 2.514717 2.716924 3.185610 -0.125 -0.489 0.043 0.4553
H 4.564387 1.553814 2.000630 -0.145 0.304 0.563 0.5085
H 5.276157 2.597474 -0.018660 -0.070 0.093 -0.544 0.5111
H 3.973257 4.333954 -1.181920 -0.331 0.206 -0.175 0.4180